*A*
Molecular formula: C3HCaO2
Method: DFT, ωB97M-V/def2-TZVPD

```
7
C3HCaO2 (ωB97M-V/def2-TZVPD)
C 1.12 0.11 0.02
C -0.10 0.19 0.07
Ca 3.32 0.02 -0.13
O -1.46 0.46 -0.07
C -2.02 -0.37 0.80
O -1.90 -1.56 0.30
H -2.54 -2.16 0.71
```

Properties
E_LUMO = -0.2190 hartree
HOMO level = -11.9 eV
Multiplicity = 1
Charge = +1

=====

*B*
Molecular formula: C3HCaO2
Method: DFT, ωB97M-V/def2-TZVPD

```
7
C3HCaO2 (ωB97M-V/def2-TZVPD)
H 0.41 -1.83 -0.63
C -0.51 -1.01 0.21
C 0.55 -0.52 -0.41
O -1.61 -0.42 0.37
Ca 2.30 0.47 0.43
O 0.02 1.59 -0.10
C -1.16 1.71 0.13
```

Properties
E_LUMO (spin up / spin down) = -0.2183 / -0.2183 hartree
HOMO level (spin up / spin down) = -12.7 / -12.7 eV
Multiplicity = 1
Charge = +1

=====

Among the structures above, stability is greatest for *A*.